Formula: C22H30N2O6S
Source: the OMol25 dataset
Level of theory: ωB97M-V with the def2-TZVPD basis set

CARTESIAN COORDINATES (ANGSTROEM)
C1 -7.273 -1.641 -0.425
C2 -5.883 -1.955 -0.980
C3 -4.980 -0.746 -0.789
O1 -5.301 0.329 -1.253
N1 -3.809 -0.913 -0.104
C4 -2.868 0.102 0.103
C5 -2.985 1.463 -0.138
C6 -1.898 2.274 0.154
C7 -0.741 1.731 0.674
S1 0.660 2.785 1.023
O2 0.234 3.830 1.920
O3 1.757 1.953 1.466
C8 1.161 3.594 -0.550
C9 2.308 2.794 -1.127
C10 1.784 1.418 -1.523
O4 0.598 1.250 -1.753
N2 2.685 0.422 -1.672
C11 4.046 0.424 -1.186
C12 4.087 -0.240 0.191
C13 3.603 -1.694 0.054
C14 2.214 -1.725 -0.600
C15 2.198 -0.925 -1.901
O5 3.560 -2.300 1.337
C16 4.375 -3.451 1.330
C17 5.304 -3.215 0.137
O6 4.502 -2.457 -0.736
C18 -0.624 0.377 0.936
C19 -1.694 -0.434 0.640
C20 -1.831 -1.918 0.772
C21 -3.337 -2.144 0.544
C22 -4.063 -2.342 1.876
H1 -7.239 -1.524 0.657
H2 -7.969 -2.441 -0.667
H3 -7.637 -0.713 -0.857
H4 -5.496 -2.864 -0.529
H5 -5.965 -2.110 -2.059
H6 -3.890 1.873 -0.551
H7 -1.955 3.338 -0.010
H8 1.439 4.611 -0.292
H9 0.290 3.581 -1.199
H10 3.073 2.707 -0.358
H11 2.728 3.285 -2.009
H12 4.451 1.433 -1.150
H13 4.649 -0.166 -1.885
H14 3.429 0.287 0.885
H15 5.101 -0.234 0.590
H16 1.507 -1.297 0.109
H17 1.939 -2.762 -0.796
H18 1.181 -0.853 -2.289
H19 2.845 -1.407 -2.638
H20 3.759 -4.349 1.179
H21 4.896 -3.518 2.286
H22 6.196 -2.648 0.439
H23 5.603 -4.128 -0.378
H24 0.291 0.004 1.367
H25 -1.512 -2.283 1.747
H26 -1.230 -2.419 0.009
H27 -3.505 -3.002 -0.112
H28 -3.717 -3.253 2.357
H29 -5.137 -2.412 1.733
H30 -3.858 -1.498 2.531

Output
* energy above the lowest of the compared OMol25 structures with the same formula, charge and spin: 15.0 kJ/mol
* lowest unoccupied orbital energy: 0.024 Ha


Formula: C22H30N2O6S4
Source: the OMol25 dataset
Level of theory: ωB97M-V with the def2-TZVPD basis set

CARTESIAN COORDINATES (ANGSTROEM)
C1 1.117 4.539 -1.568
H1 1.908 3.791 -1.559
C2 -0.232 3.887 -1.286
C3 -0.546 2.793 -2.305
C4 -1.929 2.169 -2.117
C5 -2.041 1.500 -0.752
H2 -2.202 2.248 0.030
H3 -1.138 0.923 -0.546
O1 -3.107 0.545 -0.673
C6 -4.352 1.019 -0.554
O2 -4.655 2.177 -0.612
C7 -5.322 -0.123 -0.289
C8 -5.243 -0.535 1.189
N1 -3.895 -0.930 1.536
C9 -3.384 -2.153 1.228
S1 -4.244 -3.408 0.652
S2 -1.636 -2.209 1.532
C10 -1.653 -0.555 2.009
C11 -0.563 0.206 2.266
S3 -0.583 1.897 2.600
C12 1.186 1.949 2.499
S4 2.067 3.311 2.623
N2 1.701 0.704 2.295
C13 0.792 -0.317 2.146
O3 1.069 -1.481 1.948
C14 3.087 0.483 1.945
H4 3.300 -0.570 2.144
H5 3.715 1.122 2.567
C15 3.316 0.805 0.458
C16 2.273 0.088 -0.378
O4 1.100 0.387 -0.367
O5 2.797 -0.890 -1.089
C17 1.906 -1.717 -1.849
C18 1.474 -2.960 -1.071
C19 2.526 -4.070 -1.064
C20 3.795 -3.731 -0.279
C21 3.571 -3.736 1.228
H6 2.796 -3.030 1.512
H7 3.264 -4.725 1.562
H8 4.490 -3.471 1.748
H9 4.167 -2.756 -0.595
H10 4.561 -4.471 -0.524
H11 2.796 -4.299 -2.098
H12 2.076 -4.967 -0.634
H13 1.223 -2.667 -0.051
H14 0.565 -3.342 -1.540
H15 1.031 -1.118 -2.119
H16 2.461 -1.989 -2.750
H17 3.204 1.881 0.308
H18 4.313 0.487 0.162
C22 -2.999 0.016 1.984
O6 -3.268 1.151 2.306
H19 -5.914 -1.376 1.380
H20 -5.501 0.312 1.830
H21 -5.062 -0.975 -0.918
H22 -6.334 0.212 -0.512
H23 -2.706 2.928 -2.218
H24 -2.089 1.412 -2.889
H25 -0.486 3.214 -3.311
H26 0.209 2.008 -2.223
H27 -0.212 3.457 -0.283
H28 -1.017 4.644 -1.310
H29 1.344 5.288 -0.814
H30 1.115 5.020 -2.544

Output
* energy above the lowest of the compared OMol25 structures with the same formula, charge and spin: 40.6 kJ/mol
* lowest unoccupied orbital energy: -0.063 Ha


What is the lowest unoccupied orbital energy in the second record? -0.063 Ha


lowest unoccupied orbital energy of number 1 (C22H30N2O6S)? 0.024 Ha


Please write out number 1 again, unchanged.
Formula: C22H30N2O6S
Source: the OMol25 dataset
Level of theory: ωB97M-V with the def2-TZVPD basis set

CARTESIAN COORDINATES (ANGSTROEM)
C1 -7.273 -1.641 -0.425
C2 -5.883 -1.955 -0.980
C3 -4.980 -0.746 -0.789
O1 -5.301 0.329 -1.253
N1 -3.809 -0.913 -0.104
C4 -2.868 0.102 0.103
C5 -2.985 1.463 -0.138
C6 -1.898 2.274 0.154
C7 -0.741 1.731 0.674
S1 0.660 2.785 1.023
O2 0.234 3.830 1.920
O3 1.757 1.953 1.466
C8 1.161 3.594 -0.550
C9 2.308 2.794 -1.127
C10 1.784 1.418 -1.523
O4 0.598 1.250 -1.753
N2 2.685 0.422 -1.672
C11 4.046 0.424 -1.186
C12 4.087 -0.240 0.191
C13 3.603 -1.694 0.054
C14 2.214 -1.725 -0.600
C15 2.198 -0.925 -1.901
O5 3.560 -2.300 1.337
C16 4.375 -3.451 1.330
C17 5.304 -3.215 0.137
O6 4.502 -2.457 -0.736
C18 -0.624 0.377 0.936
C19 -1.694 -0.434 0.640
C20 -1.831 -1.918 0.772
C21 -3.337 -2.144 0.544
C22 -4.063 -2.342 1.876
H1 -7.239 -1.524 0.657
H2 -7.969 -2.441 -0.667
H3 -7.637 -0.713 -0.857
H4 -5.496 -2.864 -0.529
H5 -5.965 -2.110 -2.059
H6 -3.890 1.873 -0.551
H7 -1.955 3.338 -0.010
H8 1.439 4.611 -0.292
H9 0.290 3.581 -1.199
H10 3.073 2.707 -0.358
H11 2.728 3.285 -2.009
H12 4.451 1.433 -1.150
H13 4.649 -0.166 -1.885
H14 3.429 0.287 0.885
H15 5.101 -0.234 0.590
H16 1.507 -1.297 0.109
H17 1.939 -2.762 -0.796
H18 1.181 -0.853 -2.289
H19 2.845 -1.407 -2.638
H20 3.759 -4.349 1.179
H21 4.896 -3.518 2.286
H22 6.196 -2.648 0.439
H23 5.603 -4.128 -0.378
H24 0.291 0.004 1.367
H25 -1.512 -2.283 1.747
H26 -1.230 -2.419 0.009
H27 -3.505 -3.002 -0.112
H28 -3.717 -3.253 2.357
H29 -5.137 -2.412 1.733
H30 -3.858 -1.498 2.531

Output
* energy above the lowest of the compared OMol25 structures with the same formula, charge and spin: 15.0 kJ/mol
* lowest unoccupied orbital energy: 0.024 Ha


The highest energy above the lowest of the compared OMol25 structures with the same formula, charge and spin belongs to which entry? C22H30N2O6S4